(1)
Here is the molecule C5H8N2 from the OMol25 dataset. Energies are from ωB97M-V/def2-TZVPD.

The geometry in XYZ format:
```
15
Properties=species:S:1:pos:R:3:mulliken_charge:R:1
C -1.15 -0.37 0.95 -1.01
C -0.96 0.91 -1.02 -0.54
C -0.04 1.72 -0.21 -0.36
N -0.10 0.27 0.14 0.17
C 1.18 -0.45 -0.14 -0.35
C 0.99 -1.90 -0.27 0.12
N 0.89 -3.04 -0.35 -0.38
H -1.93 0.34 1.23 0.34
H -0.69 -0.82 1.82 0.42
H -1.66 -1.14 0.35 0.36
H -0.47 0.53 -1.91 0.15
H 0.96 2.00 -0.58 0.24
H -0.40 2.40 0.57 0.20
H 1.56 -0.08 -1.11 0.38
H 1.97 -0.29 0.60 0.26
```

* energy: -8290.2557 eV
* orbital gap: 8.2 eV

---

(2)
Here is a cluster of 2 separate species, C5H8N2 in total from the OMol25 dataset. Energies are from ωB97M-V/def2-TZVPD.

The geometry in XYZ format:
```
15
Properties=species:S:1:pos:R:3:mulliken_charge:R:1
C -1.50 -1.10 0.68 -0.99
C -1.11 0.32 0.59 0.39
N -0.35 1.17 1.11 -0.51
C -1.21 1.61 -0.07 -0.22
H -2.57 -1.18 0.91 0.34
H -0.93 -1.60 1.47 0.28
H -1.31 -1.59 -0.27 0.29
H -0.69 1.80 -1.01 0.17
H -2.03 2.29 0.15 0.24
C 2.50 -0.01 0.16 -0.89
C 1.74 -0.52 -0.77 0.52
N 0.98 -1.05 -1.59 -0.49
H 3.56 -0.24 0.19 0.26
H 2.05 0.64 0.91 0.34
H 0.87 -0.53 -2.46 0.27
```

* SMILES string: CC1=NC1.C=C=N
* energy: -8291.6552 eV
* orbital gap: 10.2 eV

---

(3)
Here is the molecule C5H8N2 from the OMol25 dataset. Energies are from ωB97M-V/def2-TZVPD.

The geometry in XYZ format:
```
15
Properties=species:S:1:pos:R:3:mulliken_charge:R:1
C -0.02 -2.28 1.28 -0.95
C -0.24 -1.25 0.42 0.73
C -0.53 -1.12 -1.02 -0.69
C -0.11 0.11 -1.38 -0.22
N 0.40 0.84 -0.31 0.02
C 0.13 2.26 -0.18 -0.87
N 0.03 0.07 0.82 -0.35
H 0.73 -2.10 2.05 0.19
H -0.54 -3.23 1.23 0.26
H -0.72 -1.95 -1.69 0.34
H -0.06 0.56 -2.37 0.35
H 0.40 2.75 -1.12 0.34
H 0.79 2.67 0.60 0.27
H -0.91 2.51 0.08 0.32
H 0.66 0.15 1.60 0.26
```

* SMILES string: C=C1C=CN(C)N1
* energy: -8292.5352 eV
* orbital gap: 7.9 eV

---

(4)
Here is a structure of composition C5H8N2 from the OMol25 dataset. Energies are from ωB97M-V/def2-TZVPD.

The geometry in XYZ format:
```
15
Properties=species:S:1:pos:R:3:mulliken_charge:R:1
C 1.05 -0.40 -1.45 -1.31
C 0.16 0.10 -0.34 0.90
C -1.25 -0.46 -0.17 -0.56
C -1.32 -0.33 1.32 0.13
N -1.85 -0.34 2.41 -0.57
C 0.57 0.42 1.05 -0.71
N 0.19 1.49 0.10 -0.70
H 1.15 -1.49 -1.44 0.32
H 0.65 -0.11 -2.43 0.31
H 2.05 0.03 -1.36 0.34
H -1.32 -1.52 -0.45 0.32
H -2.04 0.10 -0.67 0.28
H 1.61 0.35 1.38 0.35
H -0.69 0.21 2.31 0.61
H 1.03 1.94 -0.28 0.28
```

* energy: -8289.1166 eV
* orbital gap: 8.8 eV

---

(5)
Here is the molecule C5H8N2 from the OMol25 dataset. Energies are from ωB97M-V/def2-TZVPD.

The geometry in XYZ format:
```
15
Properties=species:S:1:pos:R:3:mulliken_charge:R:1
C 2.23 0.15 0.16 -0.83
N 0.85 -0.16 -0.10 0.10
C 0.30 -1.40 -0.18 0.01
C -1.09 -1.53 -0.22 -1.17
C -1.43 -0.18 -0.18 0.50
N -2.69 0.36 -0.12 -0.44
C -0.26 0.74 0.14 -0.58
H 2.86 -0.64 -0.26 0.30
H 2.52 1.09 -0.33 0.29
H 2.45 0.24 1.23 0.31
H 1.03 -2.22 -0.22 0.36
H -3.42 -0.33 -0.21 0.28
H -2.86 1.25 -0.57 0.24
H -0.34 0.93 1.22 0.25
H -0.15 1.71 -0.36 0.39
```

* SMILES string: CN1C=C=C(N)C1
* energy: -8292.0197 eV
* orbital gap: 7.9 eV

---

(6)
Here is the molecule C5H8N2 from the OMol25 dataset. Energies are from ωB97M-V/def2-TZVPD.

The geometry in XYZ format:
```
15
Properties=species:S:1:pos:R:3:mulliken_charge:R:1
C -1.49 1.64 0.89 -0.80
N -1.16 0.36 1.59 -0.50
C -0.72 -0.39 0.69 0.54
C -0.37 -1.57 -0.01 -0.24
C 0.65 -0.98 -0.91 0.25
C 1.91 -0.29 -0.45 -1.14
N -0.64 -0.29 -0.80 -0.54
H -1.59 1.37 -0.16 0.40
H -2.41 2.15 1.18 0.30
H -0.64 2.31 1.03 0.26
H -1.01 -2.42 -0.19 0.27
H 0.75 -1.54 -1.84 0.33
H 1.74 0.28 0.47 0.29
H 2.70 -1.03 -0.26 0.29
H 2.27 0.40 -1.22 0.30
```

* SMILES string: C/N=C1/[C@@H]2[C@H](C)N12
* energy: -8291.3535 eV
* orbital gap: 10.6 eV

---

Ordered max |F| results: 0.021, 0.013, 0.014, 0.013, 0.016, 0.020; unit Eh/bohr.
Ordered LUMO level results: 0.584, 0.988, 0.956, 0.895, 0.578, 1.089; unit eV.
Ordered relative energy (zero: lowest compared OMol25 entry of this formula, charge and spin) results: 109.3, 77.0, 56.8, 135.6, 68.6, 84.0; unit kcal per mole.